This record from the OMol25 dataset describes a single C5H6N2 molecule at a distorted geometry. The level of theory is wB97M-V/def2-TZVPD.

Geometry as ORCA input:
```
! RIJCOSX wB97M-V def2-TZVPD def2/J DEFGRID3
* xyz 0 1
C -2.106 0.055 0.646
C -2.280 0.255 -0.639
C 1.203 0.840 -0.052
C 1.822 -0.395 0.067
C -0.916 -0.129 -0.166
N 0.757 -1.584 0.053
N -0.392 -1.340 -0.035
H -2.440 0.196 1.742
H -2.511 0.644 -1.568
H 1.076 1.527 0.788
H 1.136 1.398 -0.887
H 2.248 -0.738 -0.879
H 2.403 -0.727 0.930
*
```

As for the max |F|: 0.0872 hartree/bohr. Its frontier orbital gap is 9.200 eV. For the relative energy (zero: lowest compared OMol25 entry of this formula, charge and spin), the calculation gives 165.3 kcal per mole.

Atom charges from the natural (NBO) analysis, given in e for atoms 1 to 6: atom 1 (C): -0.1284, atom 2 (C): -0.1700, atom 3 (C): -0.4701, atom 4 (C): -0.3974, atom 5 (C): 0.0227, atom 6 (N): -0.0575


This record from the OMol25 dataset describes a single C5H6N2 molecule at a distorted geometry. The level of theory is wB97M-V/def2-TZVPD.

Geometry as ORCA input:
```
! RIJCOSX wB97M-V def2-TZVPD def2/J DEFGRID3
* xyz 0 3
C -0.791 -0.536 2.399
C -0.686 -0.165 -0.510
C -1.275 -0.774 1.043
C 0.100 0.787 -1.190
C 1.559 0.407 -1.203
N -1.657 0.295 1.985
N -0.824 -0.246 -1.765
H -0.114 -0.974 3.237
H -1.953 -1.578 0.943
H -0.339 1.783 -1.254
H 2.216 0.981 -1.943
H 1.674 -0.594 -1.537
H 2.090 0.613 -0.206
*
```

As for the max |F|: 0.1646 hartree/bohr. Its frontier orbital gap (spin up / spin down) is 7.464 / 6.726 eV. For the relative energy (zero: lowest compared OMol25 entry of this formula, charge and spin), the calculation gives 118.2 kcal per mole.

Atom charges from the natural (NBO) analysis, given in e for atoms 1 to 6: atom 1 (C): -0.1548, atom 2 (C): 0.2485, atom 3 (C): -0.0738, atom 4 (C): -0.1477, atom 5 (C): -0.6431, atom 6 (N): -0.2616


This record from the OMol25 dataset describes a single C5H6N2O molecule at a distorted geometry. The level of theory is wB97M-V/def2-TZVPD.

Geometry as ORCA input:
```
! RIJCOSX wB97M-V def2-TZVPD def2/J DEFGRID3
* xyz 0 1
N 0.313 2.334 -1.727
C 0.052 1.208 -1.262
C -0.294 -0.032 -0.491
C -1.283 -1.129 -1.001
O -2.179 -1.415 -0.255
C -0.380 0.208 1.039
C 1.148 0.070 1.183
N 1.076 -0.560 -0.241
H -1.268 -1.407 -2.045
H -0.979 -0.707 1.449
H -1.285 1.017 1.271
H 1.567 -0.826 1.681
H 1.684 1.181 1.223
H 1.829 0.060 -0.824
*
```

As for the max |F|: 0.1717 hartree/bohr. Its frontier orbital gap is 10.143 eV. For the relative energy (zero: lowest compared OMol25 entry of this formula, charge and spin), the calculation gives 99.5 kcal per mole. As for the SMILES: N#C[C@]1(C=O)CCN1.

Atom charges from the natural (NBO) analysis, given in e for atoms 1 to 6: atom 1 (N): -0.3111, atom 2 (C): 0.2526, atom 3 (C): -0.1286, atom 4 (C): 0.4562, atom 5 (O): -0.4779, atom 6 (C): -0.4340


This record from the OMol25 dataset describes a single C5H6N2O molecule at a distorted geometry. The level of theory is wB97M-V/def2-TZVPD.

Geometry as ORCA input:
```
! RIJCOSX wB97M-V def2-TZVPD def2/J DEFGRID3
* xyz 0 1
C -2.054 -0.774 0.020
C -0.531 -0.481 -0.235
N 0.324 -1.358 -0.086
C 1.567 -0.707 -0.146
O 2.568 -1.255 0.109
C 1.305 0.872 -0.704
C 0.653 1.278 0.654
N -0.138 0.827 -0.443
H -2.314 -1.188 -1.128
H -2.060 -1.654 0.768
H -2.387 0.486 0.187
H 1.841 1.296 -1.397
H 0.540 2.275 1.000
H 0.687 0.383 1.400
*
```

As for the max |F|: 0.2146 hartree/bohr. Its frontier orbital gap is 10.452 eV. For the relative energy (zero: lowest compared OMol25 entry of this formula, charge and spin), the calculation gives 94.1 kcal per mole. As for the SMILES: CC1=NC(=O)[C@@H]2CN12.

Atom charges from the natural (NBO) analysis, given in e for atoms 1 to 6: atom 1 (C): -0.6949, atom 2 (C): 0.5056, atom 3 (N): -0.5383, atom 4 (C): 0.6496, atom 5 (O): -0.5150, atom 6 (C): -0.1579


This record from the OMol25 dataset describes a single C5H6N2O molecule at a distorted geometry. The level of theory is wB97M-V/def2-TZVPD.

Geometry as ORCA input:
```
! RIJCOSX wB97M-V def2-TZVPD def2/J DEFGRID3
* xyz 0 1
C -0.112 1.460 1.579
C 0.316 0.133 1.824
C 0.432 -0.400 0.504
N 0.162 0.542 -0.413
N -0.266 1.669 0.211
O -0.350 0.161 -1.639
C -0.483 -1.329 -1.479
C 0.462 -1.720 -0.241
H -0.333 2.268 2.216
H 0.623 -0.278 2.754
H -1.509 -1.562 -1.247
H -0.163 -1.732 -2.482
H -0.290 -2.291 0.462
H 1.519 -2.032 -0.298
*
```

As for the max |F|: 0.0870 hartree/bohr. Its frontier orbital gap is 9.788 eV. For the relative energy (zero: lowest compared OMol25 entry of this formula, charge and spin), the calculation gives 80.8 kcal per mole. As for the SMILES: c1cc2n(n1)OCC2.

Atom charges from the natural (NBO) analysis, given in e for atoms 1 to 6: atom 1 (C): -0.0438, atom 2 (C): -0.3543, atom 3 (C): 0.1356, atom 4 (N): 0.0883, atom 5 (N): -0.2848, atom 6 (O): -0.3266


This record from the OMol25 dataset describes a molecular structure, C5H6N2O at a distorted geometry. The level of theory is wB97M-V/def2-TZVPD.

Geometry as ORCA input:
```
! RIJCOSX wB97M-V def2-TZVPD def2/J DEFGRID3
* xyz 0 1
C 0.017 0.916 1.556
C -0.567 0.677 0.191
N 0.973 1.467 -1.674
C 0.239 0.740 -0.972
H 1.461 0.955 -2.415
H -1.614 0.935 0.048
H -0.377 0.194 2.278
H 1.103 0.812 1.555
H -0.236 1.927 1.890
N -0.292 -2.156 0.843
C -0.144 -1.001 -1.394
C -0.534 -1.316 -0.046
O -0.463 -1.305 -2.495
H 0.437 -2.844 0.634
*
```

As for the max |F|: 0.0641 hartree/bohr. Its frontier orbital gap is 8.439 eV. For the relative energy (zero: lowest compared OMol25 entry of this formula, charge and spin), the calculation gives 89.0 kcal per mole.

Atom charges from the natural (NBO) analysis, given in e for atoms 1 to 6: atom 1 (C): -0.6281, atom 2 (C): -0.2534, atom 3 (N): -0.5788, atom 4 (C): 0.2322, atom 5 (H): 0.3622, atom 6 (H): 0.2491


This record from the OMol25 dataset describes 2 unconnected molecules or ions with the total composition C5H6N2O at a distorted geometry. The level of theory is wB97M-V/def2-TZVPD.

Geometry as ORCA input:
```
! RIJCOSX wB97M-V def2-TZVPD def2/J DEFGRID3
* xyz 0 1
C 2.054 -0.134 -0.024
C -1.117 -0.222 0.048
C -2.475 -0.678 -0.090
C -0.574 1.265 -0.141
C -0.289 2.499 0.051
H 3.058 -0.596 -0.140
H 1.570 0.301 0.899
H 1.996 0.543 -0.914
H 1.106 -2.339 0.696
H -2.602 -1.745 -0.023
H 0.148 3.586 -0.061
N 1.036 -1.171 -0.211
N -0.329 -1.201 -0.024
O -3.582 -0.106 -0.066
*
```

As for the max |F|: 0.1453 hartree/bohr. Its frontier orbital gap is 8.843 eV. For the relative energy (zero: lowest compared OMol25 entry of this formula, charge and spin), the calculation gives 178.8 kcal per mole.

Atom charges from the natural (NBO) analysis, given in e for atoms 1 to 6: atom 1 (C): -0.4676, atom 2 (C): 0.0040, atom 3 (C): 0.3679, atom 4 (C): -0.1109, atom 5 (C): -0.2279, atom 6 (H): 0.2400


This record from the OMol25 dataset describes a single C5H6N2O molecule at a distorted geometry. The level of theory is wB97M-V/def2-TZVPD.

Geometry as ORCA input:
```
! RIJCOSX wB97M-V def2-TZVPD def2/J DEFGRID3
* xyz 0 1
C 4.582 -0.418 0.126
C 0.315 0.810 -0.163
C 1.492 1.567 -0.126
C 3.238 -0.062 -0.065
C -1.180 -0.967 0.235
N 5.566 -1.041 0.201
N 0.146 -0.449 0.010
O 2.789 1.128 -0.005
H -0.643 1.391 -0.448
H 1.517 2.675 -0.242
H 2.396 -0.804 -0.072
H -1.072 -1.751 1.030
H -1.912 -0.156 0.465
H -1.516 -1.609 -0.658
*
```

As for the max |F|: 0.0712 hartree/bohr. Its frontier orbital gap (spin up / spin down) is 7.194 / 7.978 eV. For the relative energy (zero: lowest compared OMol25 entry of this formula, charge and spin), the calculation gives 95.9 kcal per mole.

Atom charges from the natural (NBO) analysis, given in e for atoms 1 to 6: atom 1 (C): 0.1655, atom 2 (C): -0.0402, atom 3 (C): 0.0850, atom 4 (C): 0.0561, atom 5 (C): -0.4468, atom 6 (N): -0.2645


This record from the OMol25 dataset describes a single C5H6N2O molecule at a distorted geometry. The level of theory is wB97M-V/def2-TZVPD.

Geometry as ORCA input:
```
! RIJCOSX wB97M-V def2-TZVPD def2/J DEFGRID3
* xyz 0 1
C -1.816 1.212 -2.527
C -1.160 0.533 -1.805
C -0.499 -0.083 -0.707
N -0.793 -1.442 -0.570
C 0.222 0.667 0.145
C 1.032 0.070 1.318
N 1.008 -1.209 1.655
O 1.783 0.875 1.921
H -2.277 1.924 -3.119
H -0.839 -1.766 -1.534
H -1.759 -1.381 -0.357
H 0.288 1.764 -0.031
H 0.664 -1.910 0.998
H 1.483 -1.479 2.532
*
```

As for the max |F|: 0.0812 hartree/bohr. Its frontier orbital gap is 9.830 eV. For the relative energy (zero: lowest compared OMol25 entry of this formula, charge and spin), the calculation gives 48.1 kcal per mole. As for the SMILES: C#C/C(N)=C/C(N)=O.

Atom charges from the natural (NBO) analysis, given in e for atoms 1 to 6: atom 1 (C): -0.1656, atom 2 (C): -0.0880, atom 3 (C): 0.0804, atom 4 (N): -0.8186, atom 5 (C): -0.2378, atom 6 (C): 0.6219


This record from the OMol25 dataset describes a single C5H6N2O molecule at a distorted geometry. The level of theory is wB97M-V/def2-TZVPD.

Geometry as ORCA input:
```
! RIJCOSX wB97M-V def2-TZVPD def2/J DEFGRID3
* xyz 0 1
O -2.829 -0.019 0.479
N -1.549 0.169 -0.561
C -0.775 -1.094 -0.208
C 0.501 -0.670 -0.253
C 0.453 0.824 -0.108
C -0.769 1.291 -0.413
N 2.025 0.855 0.058
C 1.971 -0.672 -0.021
H -3.542 0.222 -0.220
H -1.295 -2.071 -0.032
H -0.952 2.240 0.052
H 2.171 1.112 1.072
H 2.443 -1.168 -0.917
H 2.148 -1.020 1.072
*
```

As for the max |F|: 0.1121 hartree/bohr. Its frontier orbital gap is 8.920 eV. For the relative energy (zero: lowest compared OMol25 entry of this formula, charge and spin), the calculation gives 152.1 kcal per mole. As for the SMILES: On1cc2c(c1)NC2.

Atom charges from the natural (NBO) analysis, given in e for atoms 1 to 6: atom 1 (O): -0.6015, atom 2 (N): -0.1210, atom 3 (C): -0.0337, atom 4 (C): -0.1404, atom 5 (C): 0.1482, atom 6 (C): -0.1764


This record from the OMol25 dataset describes a single C5H6N2O molecule at a distorted geometry. The level of theory is wB97M-V/def2-TZVPD.

Geometry as ORCA input:
```
! RIJCOSX wB97M-V def2-TZVPD def2/J DEFGRID3
* xyz 0 1
C 2.067 -0.440 -0.444
C 0.696 -0.360 0.356
N 0.411 1.109 0.025
C -1.011 0.725 -0.198
C -2.330 0.733 -0.308
O -2.818 -0.517 -0.066
N -1.745 -1.377 -0.019
C -0.636 -0.585 0.016
H 2.316 -1.626 -0.381
H 3.047 -0.142 0.274
H 2.248 -0.154 -1.610
H 0.770 -0.442 1.505
H 0.182 1.553 1.164
H -3.196 1.522 -0.314
*
```

As for the max |F|: 0.1773 hartree/bohr. Its frontier orbital gap is 9.771 eV. For the relative energy (zero: lowest compared OMol25 entry of this formula, charge and spin), the calculation gives 164.0 kcal per mole. As for the SMILES: C[C@H]1Nc2conc21.

Atom charges from the natural (NBO) analysis, given in e for atoms 1 to 6: atom 1 (C): -0.6523, atom 2 (C): -0.0959, atom 3 (N): -0.5123, atom 4 (C): -0.0245, atom 5 (C): 0.0753, atom 6 (O): -0.2626


This record from the OMol25 dataset describes 2 unconnected molecules or ions with the total composition C5H6N2O at a distorted geometry. The level of theory is wB97M-V/def2-TZVPD.

Geometry as ORCA input:
```
! RIJCOSX wB97M-V def2-TZVPD def2/J DEFGRID3
* xyz 0 1
C -1.798 -0.883 -0.516
C -1.552 0.372 -0.918
N -1.066 0.975 0.242
C -0.900 0.078 1.184
N -1.395 -1.096 0.759
H -2.094 -1.824 -1.121
H -1.875 0.952 -1.858
H -0.586 1.815 0.147
H -0.232 0.162 1.992
C 2.817 0.097 -0.340
C 1.963 -0.770 -0.109
O 2.205 0.454 0.836
H 3.538 0.433 -1.081
H 1.675 -1.785 0.064
*
```

As for the max |F|: 0.0759 hartree/bohr. Its frontier orbital gap is 9.523 eV. For the relative energy (zero: lowest compared OMol25 entry of this formula, charge and spin), the calculation gives 115.2 kcal per mole. As for the SMILES: c1c[nH]cn1.C1=CO1.

Atom charges from the natural (NBO) analysis, given in e for atoms 1 to 6: atom 1 (C): -0.0923, atom 2 (C): -0.1452, atom 3 (N): -0.5029, atom 4 (C): 0.1640, atom 5 (N): -0.4834, atom 6 (H): 0.2106